[1]
Here is a molecular structure, C24H21N6O5Rh from OMol25. Energies are from ωB97M-V with the def2-TZVPD basis set.

Output
- 2S+1 = 2
- HOMO energy (alpha / beta) (eV) = -3.3 / -3.3
- LUMO level (alpha / beta) (hartree) = 0.07658 / 0.07634
- charge = -1
- calculated total energy (Eh) = -1742.42507

```
57
Properties=species:S:1:pos:R:3:forces:R:3:nbo_charge:R:1
Rh 0.2681 -0.4969 -0.5148 -1.88 1.40 0.12 1.12
O 4.7957 0.6156 -0.2575 0.14 -0.05 -0.03 -0.71
C 4.6421 1.9312 -0.0315 -0.50 0.12 0.08 0.43
C 5.7813 2.7213 0.0911 0.18 0.09 0.02 -0.32
C 5.6813 4.0767 0.3486 -0.05 -0.24 -0.03 -0.19
C 4.4316 4.6697 0.4740 0.12 0.24 0.04 -0.28
C 3.2932 3.9047 0.3471 0.05 -0.34 -0.02 -0.13
C 3.3692 2.5281 0.1075 0.80 0.42 0.01 -0.22
C 2.1652 1.7101 0.0377 -2.17 -0.82 0.21 0.57
O 2.2553 0.4430 -0.1749 0.76 0.34 0.06 -0.76
N 1.0028 2.3153 0.2540 1.87 1.97 -0.25 -0.45
N -0.0586 1.5434 0.2784 -2.77 -1.25 -0.80 -0.26
C -1.2633 2.0842 0.3559 2.98 0.08 -0.39 0.08
C -2.4286 1.3628 0.6596 -1.45 -1.25 -0.04 -0.23
C -3.6744 2.0191 0.6519 0.72 -0.24 -0.03 -0.15
C -4.8348 1.3715 0.9929 -0.57 0.07 0.08 -0.32
C -4.7970 0.0213 1.3465 0.25 0.06 -0.13 -0.21
C -3.6035 -0.6658 1.3408 -0.26 -0.01 0.21 -0.28
C -2.3737 -0.0432 1.0111 0.35 0.67 -0.15 0.40
O -1.2845 -0.7087 1.0516 0.42 -0.90 0.73 -0.76
H 3.8789 0.2281 -0.2969 -0.10 0.12 0.03 0.52
H 6.7401 2.2349 -0.0075 0.13 -0.03 -0.02 0.21
H 6.5774 4.6712 0.4616 0.09 0.03 -0.02 0.20
H 4.3539 5.7272 0.6841 -0.02 0.08 -0.02 0.20
H 2.3163 4.3503 0.4455 -0.12 -0.05 0.01 0.24
H -1.3544 3.1589 0.1855 0.22 0.05 0.35 0.17
H -3.6972 3.0644 0.3703 0.00 0.11 0.01 0.19
H -5.7736 1.9079 0.9982 -0.08 0.03 -0.02 0.19
H -5.7146 -0.4844 1.6190 -0.05 -0.07 0.02 0.19
H -3.5700 -1.7084 1.6262 0.07 -0.11 0.00 0.19
O 1.5277 1.3340 -4.1169 0.82 0.67 -0.77 -0.65
C 0.9072 0.8106 -3.2591 -0.24 -0.19 -0.24 0.74
N 0.1904 0.2575 -2.4978 0.20 -0.81 1.11 -0.84
C -3.4783 -4.8120 -1.6465 0.01 -0.44 -0.09 -0.39
N -2.8666 -3.5172 -1.7001 0.07 0.09 0.16 -0.34
C -3.2672 -2.4681 -2.4787 -0.05 0.23 -0.21 -0.11
C -2.3497 -1.4791 -2.2869 -0.26 -0.01 -0.28 -0.06
N -1.4028 -1.9093 -1.4165 0.47 0.03 0.23 -0.47
C -1.7349 -3.1263 -1.0759 0.01 0.05 0.07 0.19
H -4.5434 -4.7236 -1.8631 0.08 -0.02 0.10 0.21
H -3.3401 -5.2487 -0.6578 -0.09 0.05 -0.01 0.21
H -3.0213 -5.4798 -2.3830 -0.11 -0.02 0.03 0.20
H -4.1483 -2.5219 -3.0852 -0.19 0.01 -0.08 0.21
H -2.3045 -0.4986 -2.7124 0.06 0.23 -0.08 0.24
H -1.2020 -3.7450 -0.3796 0.06 -0.12 0.17 0.20
O 1.4434 -2.4354 -0.3385 -0.02 -1.15 -0.87 -0.53
N 1.4443 -3.4083 -1.2079 0.24 -0.36 0.30 0.09
C 1.7165 -4.6845 -0.7750 -0.11 1.07 0.09 -0.02
C 1.7329 -5.7401 -1.6393 -0.16 -0.41 -0.96 -0.24
C 1.4490 -5.5514 -2.9955 -0.04 1.02 0.38 -0.22
C 1.1780 -4.2375 -3.4186 0.25 -1.57 -0.11 -0.21
C 1.1933 -3.2017 -2.5333 -0.01 0.72 0.88 -0.01
H 1.9223 -4.7686 0.2799 -0.02 0.15 0.04 0.23
H 1.9682 -6.7271 -1.2663 -0.01 0.02 0.10 0.22
H 1.4566 -6.3711 -3.6933 -0.01 -0.11 -0.07 0.22
H 0.9643 -4.0371 -4.4566 -0.02 0.12 -0.06 0.23
H 0.9938 -2.1765 -2.8091 -0.04 0.21 0.14 0.28
```
Positions in Å, forces in eV/Å.

[2]
Here is C3H8NP in the gas phase from OMol25. Energies are from ωB97M-V with the def2-TZVPD basis set.

Output
- HOMO energy (eV) = -9.0
- SMILES = [H]/N=C(\C)PC
- energy above the lowest of the compared OMol25 structures with the same formula, charge and spin (kcal per mole) = 18.0
- LUMO level (hartree) = 0.03445
- calculated total energy (Eh) = -515.15163

```
13
Properties=species:S:1:pos:R:3:forces:R:3:nbo_charge:R:1
H -2.4256 -1.1419 0.3356 0.43 1.14 0.10 0.32
N -1.9559 -0.1909 0.2922 -1.06 -1.69 0.17 -0.64
C -0.8352 -0.3254 -0.2638 0.52 1.46 -0.54 0.12
C -0.1886 -1.5841 -0.7767 -0.37 0.90 -1.40 -0.71
P 0.0309 1.4046 -0.6449 -1.09 -0.92 1.97 0.44
C 1.3934 1.3752 0.6736 0.73 -1.16 -1.50 -0.91
H 0.1566 -2.1371 0.0684 0.72 -0.41 0.49 0.23
H 0.6395 -1.1197 -1.3950 -0.64 -1.71 0.31 0.23
H -0.9180 -2.2735 -1.3236 1.07 1.15 0.38 0.23
H -1.0018 1.8526 0.2850 0.78 0.46 -0.93 0.01
H 2.1447 2.1436 0.5710 0.24 0.33 -0.79 0.23
H 1.9487 0.3876 0.5432 -0.78 1.18 0.71 0.23
H 1.0113 1.6088 1.6349 -0.56 -0.72 1.04 0.23
```
Positions in Å, forces in eV/Å.

[3]
Here is a molecular structure, CH3N4 from OMol25. Energies are from ωB97M-V with the def2-TZVPD basis set.

Output
- HOMO energy (eV) = -16.6
- energy above the lowest of the compared OMol25 structures with the same formula, charge and spin (kcal per mole) = 89.8
- LUMO level (hartree) = -0.23924
- charge = +1
- calculated total energy (Eh) = -258.52038

```
8
Properties=species:S:1:pos:R:3:forces:R:3:nbo_charge:R:1
C 0.0101 -0.1535 0.1548 0.15 -0.10 -0.23 0.66
N -0.6266 1.0242 0.1508 -0.74 -0.12 0.07 -0.48
N -1.7774 0.3243 -0.2577 -1.55 1.14 0.04 0.17
N -1.3213 -0.8013 -0.1402 1.43 -2.13 -0.05 -0.13
N 1.1955 -0.6515 0.1157 -0.53 -0.83 -0.92 -0.66
H -0.6748 2.0098 0.1173 1.27 1.33 0.15 0.47
H 2.0720 -0.0810 0.0568 -0.96 -0.86 0.13 0.48
H 1.1224 -1.6711 -0.1976 0.93 1.58 0.82 0.48
```
Positions in Å, forces in eV/Å.

[4]
Here is a molecular structure, C19H33F10GaNO8 from OMol25. Energies are from ωB97M-V with the def2-TZVPD basis set.

Output
- HOMO energy (eV) = -4.6
- LUMO level (hartree) = 0.07469
- charge = -1
- calculated total energy (Eh) = -4323.94444

```
72
Properties=species:S:1:pos:R:3:forces:R:3:lowdin_charge:R:1
C -0.1840 0.8496 -1.2679 0.17 0.15 0.59 -0.06
C 0.1786 0.4649 0.1710 0.86 -0.10 -0.52 -0.42
O 0.2847 1.6598 0.9221 -0.49 -0.19 0.44 -0.05
C 1.5302 -0.2912 0.2055 -0.69 0.05 -0.39 -0.20
N 2.6514 0.6232 0.0879 -0.12 -0.67 0.12 -0.04
C 3.9096 0.0637 0.6063 0.31 1.16 -0.12 -0.19
C 4.4174 0.8757 1.8168 -0.32 -0.47 0.22 -0.37
O 4.3009 0.1309 2.9939 -0.03 0.33 0.32 -0.36
Ga 3.4546 1.0466 4.4280 0.23 -0.16 0.24 0.35
C 1.5170 0.3524 4.5789 0.57 0.60 -0.40 -0.41
C 0.4683 1.4321 4.8374 0.19 -0.58 -0.01 -0.13
F 1.1560 -0.2882 3.3311 -0.21 -0.24 -0.02 -0.17
H -0.3453 1.9168 -1.2589 -0.25 0.23 -0.17 0.06
H -1.0731 0.3319 -1.6062 -0.22 -0.04 -0.18 0.07
H 0.6207 0.6403 -1.9654 0.15 -0.06 -0.11 0.07
H -0.6209 -0.1759 0.5534 0.04 -0.14 0.30 0.12
H 0.7083 1.4075 1.7586 0.04 0.20 -0.13 0.07
H 1.6160 -0.8460 1.1309 0.10 0.06 0.29 0.09
H 1.4962 -1.0311 -0.6082 0.02 -0.19 0.04 0.11
H 2.7358 0.9455 -0.8645 0.12 0.00 0.00 0.10
H 3.7863 -0.9673 0.9174 0.02 -0.24 0.03 0.10
H 4.6782 0.1154 -0.1656 0.03 -0.20 -0.27 0.10
H 5.4488 1.2228 1.6484 0.19 -0.19 0.01 0.09
H 3.8054 1.7776 1.8651 -0.06 0.24 -0.17 0.06
H 3.4727 2.6298 4.1256 -0.08 -0.03 -0.11 -0.06
H 4.2144 0.7060 5.8169 -0.03 -0.07 -0.09 -0.10
H 1.4985 -0.4249 5.3365 -0.31 -0.29 0.01 0.06
H 0.9197 2.4187 4.8693 -0.05 0.22 0.22 0.04
H -0.2440 1.4308 4.0159 -0.15 -0.01 -0.15 0.06
H -0.0916 1.2050 5.7415 -0.11 0.31 0.21 0.06
C -3.0401 1.8981 0.6046 -0.09 -0.29 0.16 -0.05
C -4.5073 2.2360 0.7473 0.37 0.43 -0.25 -0.19
O -5.2955 1.0567 1.0209 -0.20 -0.14 0.13 0.03
C -5.3524 0.6702 2.2874 0.25 0.45 -0.26 -0.41
O -4.8306 1.1975 3.2241 -0.14 -0.18 0.08 0.18
C -6.2575 -0.5671 2.4033 -0.12 -0.41 0.08 -0.53
F -6.0065 -1.4559 1.4295 -0.08 0.16 0.20 0.16
F -7.5513 -0.2018 2.3079 0.21 -0.04 0.00 0.15
F -6.0841 -1.1749 3.5781 -0.05 0.14 -0.22 0.17
H -2.9006 1.1291 -0.1554 -0.01 0.08 -0.08 0.08
H -2.4708 2.7805 0.3181 0.02 0.00 0.02 0.09
H -2.6260 1.5152 1.5365 0.03 0.11 0.03 0.08
H -4.8986 2.6324 -0.1879 -0.14 -0.16 -0.01 0.12
H -4.6758 2.9837 1.5210 -0.04 -0.15 0.14 0.12
C -0.1471 -3.3035 2.2136 -0.16 -0.08 -0.24 -0.06
C 1.1895 -3.9782 2.4150 -0.11 0.47 0.40 -0.18
O 1.3276 -5.1327 1.5518 0.14 -0.18 -0.17 0.03
C 1.7163 -4.8949 0.3091 -0.08 0.35 0.48 -0.41
O 1.9618 -3.8330 -0.1811 0.02 -0.18 -0.19 0.17
C 1.8562 -6.2283 -0.4439 -0.03 -0.31 -0.27 -0.53
F 0.8207 -7.0485 -0.1951 0.20 0.13 -0.07 0.15
F 2.9831 -6.8601 -0.0674 -0.19 0.10 -0.05 0.16
F 1.9153 -6.0268 -1.7632 0.01 -0.03 0.25 0.16
H -0.9665 -4.0123 2.3484 0.05 -0.02 0.10 0.08
H -0.2608 -2.4860 2.9244 0.08 0.04 -0.01 0.08
H -0.2290 -2.8960 1.2055 0.07 0.09 0.02 0.07
H 1.2749 -4.3625 3.4288 0.02 -0.20 -0.08 0.13
H 2.0135 -3.2844 2.2558 0.03 -0.05 -0.18 0.13
C -0.2533 1.7277 -8.5278 -0.16 0.20 0.09 -0.06
C 0.3996 1.2215 -7.2596 0.13 -0.28 -0.42 -0.20
O 0.2779 2.1816 -6.1954 -0.05 0.07 0.21 0.03
C -0.8687 2.1645 -5.5248 0.14 -0.30 -0.35 -0.39
O -1.7980 1.4390 -5.7245 -0.04 0.15 0.12 0.17
C -0.8194 3.2033 -4.3937 -0.05 0.40 0.39 -0.53
F -0.2996 4.3674 -4.8204 -0.09 -0.25 0.06 0.16
F -0.0610 2.7448 -3.3900 -0.13 0.23 -0.44 0.16
F -2.0446 3.4497 -3.9217 0.23 -0.12 -0.12 0.17
H 0.1573 2.6988 -8.8058 0.08 -0.04 -0.03 0.08
H -0.0848 1.0270 -9.3449 0.03 -0.02 0.01 0.08
H -1.3276 1.8498 -8.3926 -0.01 -0.09 0.01 0.08
H 1.4686 1.0859 -7.4089 0.03 0.14 0.13 0.13
H -0.0155 0.2641 -6.9489 -0.12 0.08 0.12 0.13
```
Positions in Å, forces in eV/Å.

[5]
Here is C4H5FS in the gas phase from OMol25. Energies are from ωB97M-V with the def2-TZVPD basis set.

Output
- HOMO energy (eV) = -8.6
- SMILES = F/C=C\CC=S
- energy above the lowest of the compared OMol25 structures with the same formula, charge and spin (kcal per mole) = 27.9
- LUMO level (hartree) = -0.00025
- calculated total energy (Eh) = -653.39649

```
11
Properties=species:S:1:pos:R:3:forces:R:3:nbo_charge:R:1
F 1.2900 1.4864 -0.5550 1.69 -0.12 -0.13 -0.33
C -0.0153 1.6021 -0.5170 -0.79 0.67 -0.78 0.24
C -0.7784 0.7720 0.1302 -0.59 -1.52 1.07 -0.28
C -0.3340 -0.5813 0.6791 -1.09 -0.47 -1.49 -0.52
C 0.7707 -1.2241 -0.1066 1.71 0.28 -0.16 -0.27
S 0.7969 -2.7400 -0.5978 -0.43 -0.83 -0.20 0.07
H -0.3600 2.3548 -1.1987 -0.24 0.64 0.20 0.17
H -1.8396 0.9746 0.1928 0.05 0.06 -0.28 0.23
H -1.2012 -1.2884 0.6112 0.59 0.62 -0.07 0.24
H -0.0744 -0.6413 1.7038 0.47 0.50 1.28 0.25
H 1.7452 -0.7146 -0.3419 -1.37 0.17 0.57 0.22
```
Positions in Å, forces in eV/Å.

[6]
Here is a gas-phase ion, C2H2Cl3O2S (charge -1) from OMol25. Energies are from ωB97M-V with the def2-TZVPD basis set.

Output
- HOMO energy (eV) = -4.2
- energy above the lowest of the compared OMol25 structures with the same formula, charge and spin (kcal per mole) = 5.7
- LUMO level (hartree) = 0.12127
- charge = -1
- calculated total energy (Eh) = -2006.70789

```
10
Properties=species:S:1:pos:R:3:forces:R:3:nbo_charge:R:1
C -0.9118 -0.4198 0.0423 1.77 -4.03 -0.25 -0.38
C 0.5471 -0.4779 -0.0276 1.12 -0.05 -0.07 -0.30
O 0.3854 1.9922 1.1241 -0.54 0.33 1.37 -1.03
O 0.5361 1.8726 -1.2781 0.08 0.18 -0.52 -1.03
S 1.1514 1.4864 -0.0006 0.26 -0.80 -0.90 1.56
Cl -1.8176 -2.0150 0.0625 0.21 0.24 -0.08 -0.15
Cl 1.1453 -1.3326 1.3981 0.49 -0.12 0.29 -0.07
Cl 1.2568 -1.1794 -1.5023 -0.25 -0.08 0.11 -0.06
H -1.0615 -0.0008 0.9333 -1.33 1.93 3.36 0.23
H -1.2313 0.0744 -0.7517 -1.81 2.39 -3.32 0.23
```
Positions in Å, forces in eV/Å.